Entry from OMol25: a 12-piece molecular cluster, C39H105N3O15 overall at a distorted geometry (ωB97M-V/def2-TZVPD).

CARTESIAN COORDINATES (ANGSTROEM)
1 C 1.424 1.810 -32.399
2 H 1.610 -1.150 -34.942
3 H 3.553 6.674 -32.432
4 C 1.899 -0.845 -37.078
5 O -6.845 3.795 -36.599
6 H -1.392 -3.314 -35.361
7 C 6.697 -1.108 -37.549
8 H -2.459 -1.649 -30.292
9 C 1.462 1.518 -36.301
10 H 4.375 2.019 -41.592
11 H 2.744 5.505 -35.260
12 H 1.223 3.630 -36.282
13 H -3.949 0.217 -31.640
14 H -1.609 4.278 -38.043
15 H -0.036 -4.046 -37.966
16 H -0.356 7.583 -38.248
17 H 2.271 -4.667 -33.943
18 O 6.079 0.099 -37.259
19 H -0.736 -2.969 -31.330
20 H 1.628 -5.067 -37.017
21 C 4.982 1.929 -40.691
22 H 5.338 -1.680 -39.105
23 C -3.974 1.720 -29.230
24 H -5.763 2.055 -37.085
25 C 4.419 7.429 -34.345
26 C -0.524 4.205 -38.113
27 H 0.435 0.216 -32.190
28 O 1.346 -4.457 -39.489
29 H 0.250 0.527 -37.578
30 H -7.741 3.178 -29.579
31 O 4.529 0.401 -34.790
32 H 0.997 7.291 -35.441
33 H 2.462 1.947 -36.352
34 C -0.194 -2.060 -31.068
35 H 4.891 -0.602 -32.996
36 H 5.709 2.740 -40.733
37 H 0.820 -2.063 -31.467
38 H -0.361 -5.751 -33.117
39 H 0.631 -6.179 -35.092
40 C 3.331 6.742 -33.497
41 H 3.735 -5.619 -33.664
42 H -2.576 0.373 -28.970
43 H 5.421 -1.420 -34.428
44 C -4.502 3.527 -36.637
45 H -3.374 -4.577 -29.822
46 C -3.063 0.314 -31.012
47 H 5.612 1.039 -40.670
48 H -3.486 -6.293 -32.828
49 H 0.084 -7.889 -34.934
50 H -1.272 -4.721 -39.887
51 N -3.354 0.482 -29.606
52 C -5.785 2.857 -36.347
53 H -3.098 -0.192 -34.960
54 H -1.485 -0.417 -34.543
55 O 2.035 -6.346 -32.626
56 H 8.635 -0.196 -38.149
57 H 4.187 7.678 -35.380
58 H 0.144 9.548 -34.523
59 H 1.487 -8.118 -32.840
60 H 0.853 2.371 -33.139
61 H 3.206 -4.694 -32.346
62 H -0.757 -7.889 -32.107
63 H -5.455 1.243 -34.793
64 O -5.724 3.389 -29.706
65 C 5.631 -2.073 -38.131
66 H 7.066 -1.617 -36.659
67 H -0.110 10.680 -35.612
68 O -0.939 -0.924 -31.438
69 C 0.337 9.686 -35.587
70 H 8.245 -1.796 -38.984
71 C -1.454 -7.347 -32.745
72 H 7.650 -0.305 -39.498
73 H -4.215 -4.420 -31.487
74 H -0.212 2.701 -35.788
75 H 1.421 9.798 -35.616
76 H 2.145 -2.516 -35.904
77 C 2.978 5.383 -34.202
78 C -0.311 8.430 -36.325
79 C -5.358 1.998 -29.843
80 H -1.804 0.551 -36.002
81 C -0.757 -5.490 -39.311
82 H 4.672 8.400 -33.920
83 C -5.893 2.226 -34.968
84 C 0.317 -4.883 -38.568
85 C -2.353 -1.064 -31.205
86 O 0.116 -2.094 -36.067
87 H -6.825 4.759 -30.117
88 H -3.669 2.844 -36.471
89 O 0.085 7.192 -35.723
90 O -2.274 1.596 -34.194
91 N 1.231 0.494 -37.341
92 H 5.335 6.841 -34.387
93 H -1.906 -8.068 -33.425
94 H -6.072 1.623 -29.111
95 H 2.226 8.280 -33.041
96 H -1.399 8.432 -36.256
97 C -2.795 -6.779 -32.139
98 C 1.024 -5.769 -37.592
99 C 4.118 2.019 -39.536
100 O -2.497 -5.687 -31.326
101 C -6.981 3.682 -30.176
102 H 1.408 1.246 -35.247
103 C 2.820 -5.247 -33.202
104 C 4.596 -0.836 -34.019
105 H -3.223 -7.593 -31.554
106 H -2.709 -1.655 -32.050
107 H 1.221 8.008 -37.938
108 H -0.313 4.341 -39.174
109 H -5.510 1.653 -30.866
110 H 2.961 -0.664 -36.912
111 C -2.142 0.329 -34.989
112 H 2.566 3.256 -38.728
113 C -0.328 -3.154 -35.187
114 H -4.167 1.772 -28.158
115 H -1.591 2.238 -34.400
116 C -3.629 -5.016 -30.787
117 C 1.504 -7.283 -33.540
118 H 0.205 9.327 -38.323
119 H 1.127 2.187 -31.420
120 O 3.105 1.016 -39.643
121 H 5.197 0.987 -34.427
122 H 3.676 -1.421 -34.035
123 H -7.233 4.045 -35.757
124 H 2.483 2.057 -32.328
125 H 1.625 -6.516 -38.110
126 H 2.547 1.077 -38.864
127 H 4.843 -2.062 -37.379
128 H 0.288 -4.034 -35.373
129 N -0.862 -6.431 -33.672
130 H -3.313 2.538 -29.516
131 O -0.066 2.886 -37.861
132 C 7.879 -0.851 -38.583
133 H 1.063 -3.600 -39.815
134 H 3.964 4.196 -39.299
135 C 1.442 -1.683 -35.878
136 O 2.110 7.456 -33.520
137 H 5.958 -3.101 -38.292
138 H 0.190 -6.222 -37.054
139 H 4.635 1.895 -38.584
140 H -1.475 -5.914 -38.609
141 H -0.112 5.025 -37.525
142 C 0.211 8.385 -37.775
143 H 3.814 4.683 -34.185
144 H -6.922 2.187 -34.610
145 H -0.259 -2.856 -34.141
146 H -5.381 2.880 -34.263
147 H 1.903 -1.453 -37.983
148 H -0.090 -2.086 -29.983
149 C 0.314 -6.964 -34.405
150 H 2.308 -7.591 -34.209
151 H -0.408 -6.267 -39.991
152 H 2.961 3.430 -40.546
153 H -4.414 -5.748 -30.601
154 C 3.312 3.350 -39.517
155 H -4.273 3.961 -37.610
156 H 2.136 4.821 -33.797
157 O 1.313 0.476 -32.478
158 H -7.059 3.493 -31.247
159 H -2.490 1.140 -31.432
160 C 0.598 2.768 -36.514
161 H -4.311 4.338 -35.934
162 H 5.264 0.052 -36.754

Values from the calculation:
- spin multiplicity = 2
- largest force on an atom (eV/Å) = 4.6
- total energy (hartree) = -2841.095214
- HOMO (alpha / beta) (eV) = -10.5 / -10.5
- total charge = +1